Record 1
Here is a structure of composition C3HCl3O from OMol25. Energies are from ωB97M-V/def2-TZVPD.

Results
- Energy relative to the best compared isomer or geometry (same formula, charge and spin): 89.5 kcal/mol
- Orbital gap (spin up / spin down): 6.221 / 8.614 eV
- Spin multiplicity: 1

Geometry (Å):
C 0.352 -0.077 -0.602
C 0.153 1.200 -0.311
C -0.142 -1.215 0.535
O 0.523 -0.430 -1.796
Cl -0.273 1.819 1.265
Cl -0.623 -2.538 -0.245
Cl -0.088 -0.754 2.192
H 0.097 1.995 -1.036



Record 2
Here is a cluster of 2 separate species, C3HCl3OS2 in total from OMol25. Energies are from ωB97M-V/def2-TZVPD.

Results
- Energy relative to the best compared isomer or geometry (same formula, charge and spin): 17.4 kcal/mol
- Orbital gap (spin up / spin down): 6.750 / 6.604 eV
- Spin multiplicity: 1

Geometry (Å):
C 1.653 0.413 1.156
C 0.945 1.452 1.545
C -1.132 -1.463 -0.900
O 2.290 -0.493 0.810
S -0.860 0.498 -3.042
S -2.078 -0.157 -1.703
Cl -0.804 1.543 1.392
Cl -1.765 -2.107 0.470
Cl 0.305 -2.023 -1.508
H 1.446 2.337 1.780



Please write out number 2 again, unchanged.
Here is a cluster of 2 separate species, C3HCl3OS2 in total from OMol25. Energies are from ωB97M-V/def2-TZVPD.

Results
- Energy relative to the best compared isomer or geometry (same formula, charge and spin): 17.4 kcal/mol
- Orbital gap (spin up / spin down): 6.750 / 6.604 eV
- Spin multiplicity: 1

Geometry (Å):
C 1.653 0.413 1.156
C 0.945 1.452 1.545
C -1.132 -1.463 -0.900
O 2.290 -0.493 0.810
S -0.860 0.498 -3.042
S -2.078 -0.157 -1.703
Cl -0.804 1.543 1.392
Cl -1.765 -2.107 0.470
Cl 0.305 -2.023 -1.508
H 1.446 2.337 1.780



Q: spin multiplicity of number 2 (C3HCl3OS2)?
A: 1